Entry from the OMol25 dataset: a molecular structure, C42H49N13O2RuSeSi (the ωB97M-V functional and the def2-TZVPD basis).

XYZ file:
```
109
Properties=species:S:1:pos:R:3:lowdin_charge:R:1
Ru 0.24 -0.47 -0.18 0.833
C 5.60 3.39 3.44 -0.082
N 4.63 3.46 2.36 -0.143
C 3.91 2.50 1.76 -0.151
N 3.14 3.03 0.83 0.089
C 3.44 4.35 0.91 -0.240
N 4.33 4.67 1.82 0.093
C 5.05 2.76 4.71 -0.194
C 5.94 2.19 5.61 -0.041
C 5.49 1.68 6.82 -0.065
C 4.14 1.71 7.12 -0.018
C 3.25 2.25 6.20 -0.146
C 3.70 2.78 5.01 0.020
C 1.82 2.22 6.51 -0.297
N 1.25 1.87 7.61 0.121
N -0.12 2.03 7.41 0.119
C -0.26 2.45 6.20 -0.290
O 0.93 2.60 5.56 0.124
C -1.50 2.81 5.51 -0.128
C -2.70 2.74 6.21 -0.017
C -3.88 3.13 5.59 -0.062
C -3.86 3.57 4.27 -0.032
C -2.67 3.62 3.56 -0.188
C -2.66 4.09 2.12 -0.079
N -2.35 3.02 1.19 -0.115
C -1.17 2.50 0.85 -0.194
N -1.35 1.46 0.07 0.013
C -2.70 1.38 -0.05 -0.192
N -3.35 2.31 0.62 0.123
C -1.48 3.24 4.19 0.030
H 5.89 4.42 3.62 0.128
H 6.49 2.84 3.11 0.127
H 3.95 1.46 2.05 0.120
H 2.99 5.10 0.28 0.096
H 7.00 2.16 5.37 0.111
H 6.19 1.24 7.52 0.103
H 3.76 1.30 8.05 0.114
H 2.99 3.20 4.30 0.125
H -2.70 2.40 7.24 0.114
H -4.81 3.07 6.12 0.105
H -4.78 3.86 3.79 0.112
H -1.96 4.91 1.97 0.131
H -3.66 4.43 1.84 0.119
H -0.22 2.89 1.18 0.122
H -3.19 0.62 -0.63 0.114
H -0.55 3.25 3.64 0.116
O -1.49 -1.41 0.10 -0.385
N -1.92 -2.33 -0.70 0.007
C -2.97 -2.96 -0.28 -0.309
C -3.62 -2.67 0.97 -0.176
N -4.16 -2.47 1.96 0.168
C -3.53 -3.97 -1.13 -0.186
N -3.99 -4.79 -1.79 0.145
Se 0.05 -0.12 2.34 0.627
C 1.61 -0.11 3.33 -0.819
N 2.57 -0.13 3.97 0.052
C 0.06 -1.35 -5.25 -0.098
N -1.34 -1.08 -5.00 -0.248
C -1.85 -0.11 -5.94 -0.129
C -1.68 -0.82 -3.60 -0.164
C -0.96 0.37 -3.00 -0.238
C -1.32 1.64 -3.45 -0.078
C -0.55 2.77 -3.17 -0.096
C 0.64 2.62 -2.48 -0.105
C 0.96 1.37 -1.96 -0.183
C 0.15 0.25 -2.12 -0.236
H 0.20 -1.56 -6.31 0.080
H 0.37 -2.23 -4.69 0.059
H 0.72 -0.52 -4.97 0.088
H -1.72 -0.49 -6.96 0.077
H -1.35 0.87 -5.89 0.074
H -2.92 0.05 -5.78 0.083
H -1.45 -1.71 -3.02 0.087
H -2.76 -0.68 -3.57 0.120
H -2.23 1.75 -4.03 0.103
H -0.87 3.75 -3.52 0.094
H 1.29 3.47 -2.31 0.094
H 1.88 1.28 -1.39 0.066
C 0.82 -3.53 -2.03 -0.191
Si 1.58 -2.43 -0.69 0.651
C 1.73 -3.68 0.79 -0.635
C 0.33 -3.90 1.39 -0.122
C 2.22 -5.07 0.35 -0.111
C 2.67 -3.17 1.88 -0.108
C 3.31 -1.88 -1.34 -0.637
C 4.34 -3.01 -1.39 -0.109
C 3.18 -1.33 -2.77 -0.111
C 3.86 -0.77 -0.43 -0.115
H 1.44 -4.42 -2.17 0.026
H 0.74 -3.03 -2.98 -0.015
H -0.18 -3.87 -1.75 0.014
H -0.35 -4.35 0.66 0.067
H -0.13 -2.98 1.75 0.019
H 0.40 -4.59 2.24 0.085
H 1.50 -5.57 -0.30 0.069
H 2.34 -5.70 1.25 0.081
H 3.18 -5.06 -0.16 0.056
H 2.40 -2.18 2.23 0.020
H 3.70 -3.13 1.53 0.062
H 2.65 -3.84 2.75 0.086
H 3.99 -3.86 -1.99 0.074
H 4.60 -3.39 -0.40 0.060
H 5.26 -2.64 -1.85 0.080
H 2.98 -2.13 -3.48 0.075
H 4.13 -0.86 -3.06 0.083
H 2.39 -0.59 -2.86 0.038
H 3.97 -1.09 0.61 0.061
H 3.20 0.11 -0.42 0.036
H 4.84 -0.43 -0.79 0.083
```

Properties
HOMO (alpha / beta)	-5.4 / -5.5	eV
Kohn-Sham gap (alpha / beta)	7.33 / 7.24	eV
spin multiplicity	2
net charge	-1
⟨S²⟩	0.764

=====

Entry from the OMol25 dataset: a molecular structure, C42H49N4 in a non-equilibrium geometry (the ωB97M-V functional and the def2-TZVPD basis).

XYZ file:
```
95
Properties=species:S:1:pos:R:3:lowdin_charge:R:1
C 1.75 -5.17 4.27 -0.042
C 1.69 -4.62 2.88 -0.257
C 1.61 -3.24 2.70 0.007
C 1.51 -2.67 1.43 -0.185
C 1.39 -1.18 1.32 -0.008
C 1.57 -3.53 0.31 -0.170
N 1.18 -3.05 -0.99 0.023
C 1.93 -2.04 -1.72 -0.177
N 0.92 -1.06 -2.08 0.059
C 1.19 -0.52 -3.35 -0.141
C 2.24 -1.22 -3.94 -0.149
C 2.54 -2.41 -3.10 -0.004
C 2.77 -0.76 -5.14 0.028
C 2.15 0.33 -5.79 -0.251
C 2.74 0.90 -7.05 -0.049
C 0.97 0.87 -5.26 0.015
C 0.44 0.44 -4.04 -0.186
C -0.88 0.94 -3.54 -0.044
C -0.33 -1.52 -1.67 -0.030
C -0.18 -2.73 -1.08 -0.014
C 1.59 -4.93 0.47 -0.212
C 1.47 -5.83 -0.71 -0.030
C 1.68 -5.45 1.76 0.005
H 1.79 -6.26 4.25 0.079
H 2.62 -4.79 4.82 0.083
H 0.86 -4.87 4.84 0.092
H 1.60 -2.58 3.57 0.129
H 0.54 -0.85 0.70 0.079
H 1.23 -0.78 2.33 0.094
H 2.31 -0.70 0.96 0.073
H 3.61 -2.61 -3.10 0.120
H 2.72 -1.53 -0.93 0.113
H 2.05 -3.34 -3.45 0.152
H 3.67 -1.22 -5.56 0.131
H 1.99 1.49 -7.59 0.080
H 3.59 1.56 -6.85 0.082
H 3.09 0.10 -7.73 0.085
H 0.46 1.66 -5.81 0.124
H -1.17 1.82 -4.12 0.086
H -1.67 0.19 -3.66 0.091
H -0.83 1.21 -2.48 0.089
H -1.24 -0.99 -1.88 0.112
H -0.94 -3.35 -0.62 0.144
H 2.01 -6.77 -0.53 0.089
H 0.42 -6.09 -0.92 0.095
H 1.88 -5.36 -1.61 0.072
H 1.71 -6.54 1.91 0.127
C 9.60 2.07 -4.67 -0.146
C 8.45 2.96 -5.20 -0.146
C 7.16 2.46 -4.54 -0.158
N 7.56 1.37 -3.67 -0.100
C 6.68 0.66 -2.90 -0.211
C 5.33 1.07 -2.76 -0.003
C 4.44 0.28 -2.04 -0.030
C 4.85 -0.95 -1.52 -0.232
C 3.91 -1.90 -0.83 -0.084
C 4.43 -2.20 0.56 -0.246
C 4.84 -1.19 1.44 -0.024
C 5.52 -1.50 2.61 0.009
C 5.78 -2.85 2.95 -0.201
N 6.55 -3.18 4.03 -0.087
C 6.82 -4.55 4.40 -0.160
C 7.80 -4.49 5.58 -0.147
C 8.01 -3.00 5.90 -0.147
C 7.28 -2.20 4.81 -0.156
C 5.26 -3.87 2.11 -0.001
C 4.65 -3.54 0.92 -0.037
C 6.19 -1.33 -1.62 -0.019
C 7.12 -0.53 -2.27 0.001
C 8.96 1.03 -3.74 -0.167
H 10.12 1.57 -5.49 0.108
H 10.33 2.66 -4.11 0.109
H 8.61 4.01 -4.93 0.108
H 8.37 2.89 -6.28 0.107
H 6.66 3.26 -3.96 0.118
H 6.43 2.12 -5.30 0.120
H 4.98 1.99 -3.23 0.105
H 3.42 0.65 -1.87 0.123
H 3.99 -2.88 -1.32 0.120
H 4.66 -0.14 1.18 0.129
H 5.87 -0.70 3.27 0.104
H 5.89 -5.09 4.68 0.121
H 7.26 -5.11 3.56 0.121
H 7.39 -5.03 6.44 0.109
H 8.74 -4.97 5.30 0.109
H 7.60 -2.75 6.88 0.108
H 9.08 -2.75 5.91 0.109
H 8.00 -1.65 4.18 0.128
H 6.60 -1.45 5.26 0.120
H 5.36 -4.92 2.38 0.106
H 4.33 -4.34 0.24 0.125
H 6.53 -2.25 -1.15 0.129
H 8.16 -0.84 -2.33 0.102
H 9.12 0.01 -4.13 0.120
H 9.42 1.06 -2.74 0.125
```

Properties
HOMO	-9.5	eV
Kohn-Sham gap	6.04	eV
spin multiplicity	1
net charge	+1

=====

Entry from the OMol25 dataset: a molecular structure, C42H50AlCl2N4O4P (the ωB97M-V functional and the def2-TZVPD basis).

XYZ file:
```
104
Properties=species:S:1:pos:R:3:lowdin_charge:R:1
Al -0.29 1.24 -0.17 0.040
Cl 2.77 4.43 1.66 0.762
C 1.50 3.61 2.48 -0.572
C 1.23 3.92 3.84 -0.085
C 0.24 3.28 4.52 -0.593
Cl -0.07 3.66 6.17 0.762
C -0.57 2.30 3.87 -0.145
C -1.62 1.58 4.46 0.029
C -2.33 0.67 3.71 0.001
C -1.99 0.48 2.37 -0.077
N -0.99 1.12 1.78 0.115
C -0.28 2.02 2.52 -0.130
C 0.77 2.66 1.81 -0.385
O 0.98 2.29 0.55 -0.095
H 1.83 4.66 4.34 0.120
H -1.87 1.76 5.49 0.110
H -3.15 0.11 4.13 0.123
H -2.55 -0.22 1.76 0.114
O -7.69 2.38 -1.16 0.135
N -6.93 1.52 -0.81 -0.341
O -7.23 0.39 -0.47 0.105
C -5.50 1.87 -0.73 -0.048
C -5.22 3.17 -0.51 0.101
C -3.86 3.60 -0.35 -0.096
C -3.47 4.94 -0.12 0.053
C -2.14 5.23 0.01 0.018
C -1.20 4.20 -0.07 -0.026
N -1.54 2.94 -0.28 0.129
C -2.85 2.65 -0.43 -0.109
C -3.16 1.27 -0.70 -0.106
N -2.10 0.43 -0.79 0.103
C -2.32 -0.82 -1.12 -0.080
C -3.60 -1.33 -1.34 0.025
C -4.69 -0.50 -1.21 0.066
C -4.48 0.86 -0.87 -0.034
H -6.03 3.89 -0.44 0.147
H -4.23 5.71 -0.06 0.140
H -1.81 6.24 0.18 0.128
H -0.14 4.39 0.05 0.128
H -1.45 -1.46 -1.22 0.071
H -3.73 -2.36 -1.62 0.130
H -5.69 -0.87 -1.37 0.126
C 2.47 2.63 -2.16 0.033
C 1.05 2.44 -2.56 -0.361
C 0.54 3.13 -3.78 0.031
O 0.29 1.72 -1.91 0.048
H 3.11 2.25 -2.96 0.117
H 2.69 2.14 -1.22 0.078
H 2.68 3.70 -2.08 0.117
H 1.15 2.85 -4.64 0.109
H 0.67 4.20 -3.66 0.114
H -0.50 2.89 -3.96 0.103
C -0.29 -5.11 1.31 -0.181
C -0.05 -5.07 -0.21 -0.163
C -0.14 -3.64 -0.77 -0.194
C 0.46 -2.68 0.27 -0.398
C -0.49 -2.60 1.48 -0.194
C -1.19 -3.95 1.74 -0.177
P 1.06 -1.01 -0.26 1.166
C 1.65 -1.15 -2.01 -0.405
C 0.52 -1.17 -3.05 -0.215
C 1.07 -0.79 -4.43 -0.164
C 2.47 -1.39 -4.67 -0.179
C 2.66 -2.64 -3.82 -0.181
C 2.66 -2.28 -2.33 -0.181
C 2.60 -0.75 0.76 -0.373
C 2.30 -0.09 2.12 -0.204
C 3.54 -0.13 3.01 -0.170
C 3.89 -1.56 3.42 -0.176
C 3.39 -2.57 2.37 -0.187
C 3.51 -1.99 0.96 -0.183
H 0.66 -5.05 1.85 0.114
H -0.74 -6.06 1.59 0.118
H -0.78 -5.70 -0.73 0.119
H 0.93 -5.48 -0.44 0.117
H -1.19 -3.39 -0.95 0.098
H 0.36 -3.60 -1.73 0.086
H 1.38 -3.16 0.60 0.090
H -1.26 -1.84 1.30 0.068
H 0.06 -2.29 2.37 0.103
H -2.13 -4.00 1.19 0.114
H -1.44 -4.03 2.80 0.117
H 2.18 -0.20 -2.14 0.096
H -0.29 -0.48 -2.78 0.077
H 0.07 -2.16 -3.10 0.105
H 1.12 0.30 -4.52 0.092
H 0.38 -1.13 -5.20 0.121
H 3.25 -0.67 -4.40 0.113
H 2.61 -1.61 -5.73 0.118
H 3.59 -3.15 -4.07 0.122
H 1.85 -3.35 -4.04 0.119
H 3.66 -1.96 -2.04 0.119
H 2.45 -3.18 -1.75 0.096
H 3.15 -0.01 0.16 0.115
H 1.48 -0.60 2.63 0.110
H 2.00 0.93 1.96 0.071
H 3.39 0.50 3.89 0.115
H 4.37 0.32 2.45 0.122
H 3.44 -1.80 4.39 0.115
H 4.97 -1.66 3.55 0.116
H 2.35 -2.84 2.58 0.095
H 3.97 -3.49 2.44 0.122
H 3.32 -2.77 0.23 0.082
H 4.54 -1.68 0.80 0.130
```

Properties
HOMO	-13.1	eV
Kohn-Sham gap	6.81	eV
spin multiplicity	1
net charge	+2

=====

Entry from the OMol25 dataset: a molecular structure, C42H50AsCrO8SSe in a non-equilibrium geometry (the ωB97M-V functional and the def2-TZVPD basis).

XYZ file:
```
104
Properties=species:S:1:pos:R:3:lowdin_charge:R:1
Cr 0.39 0.18 -0.04 0.826
C -5.78 -4.71 1.71 -0.080
C -4.40 -5.34 1.51 -0.566
C -4.51 -6.40 0.40 -0.061
C -3.98 -6.03 2.82 -0.058
C -3.35 -4.30 1.12 -0.200
C -3.61 -2.94 1.03 -0.086
C -2.62 -2.04 0.64 -0.405
Se -3.06 -0.19 0.56 1.147
C -2.44 0.37 2.30 -0.369
C -3.43 0.60 3.25 -0.085
C -3.12 1.00 4.55 -0.194
C -1.77 1.20 4.83 -0.018
C -0.75 1.00 3.91 -0.071
C -1.06 0.51 2.61 -0.315
O -0.09 0.17 1.81 -0.207
C 0.69 1.34 4.40 -0.517
C 1.81 1.22 3.37 -0.056
C 1.04 0.41 5.57 -0.058
C 0.71 2.80 4.89 -0.061
C -4.17 1.21 5.64 -0.564
C -3.86 0.32 6.85 -0.061
C -4.17 2.68 6.09 -0.059
C -5.58 0.87 5.16 -0.079
C -1.30 -2.44 0.31 -0.332
O -0.42 -1.62 -0.23 -0.203
C -1.00 -3.83 0.51 -0.074
C -2.03 -4.69 0.86 -0.008
C 0.43 -4.39 0.44 -0.524
C 1.11 -4.05 -0.90 -0.038
C 1.20 -3.81 1.64 -0.033
C 0.47 -5.91 0.59 -0.094
H -6.50 -5.50 1.96 0.075
H -6.12 -4.21 0.80 0.085
H -5.77 -3.99 2.53 0.083
H -5.27 -7.15 0.66 0.074
H -3.56 -6.92 0.25 0.073
H -4.79 -5.93 -0.55 0.087
H -4.73 -6.77 3.12 0.074
H -3.88 -5.29 3.62 0.088
H -3.02 -6.54 2.71 0.073
H -4.59 -2.53 1.25 0.082
H -4.45 0.45 2.94 0.075
H -1.50 1.53 5.82 0.092
H 1.96 0.20 3.03 0.077
H 2.74 1.57 3.84 0.080
H 1.63 1.83 2.48 0.081
H 1.03 -0.63 5.24 0.089
H 0.34 0.51 6.41 0.067
H 2.05 0.64 5.94 0.076
H 0.45 3.47 4.07 0.092
H 1.71 3.06 5.25 0.074
H 0.00 2.98 5.71 0.063
H -2.88 0.57 7.29 0.071
H -3.83 -0.73 6.55 0.089
H -4.62 0.44 7.63 0.074
H -3.19 2.97 6.49 0.073
H -4.92 2.86 6.87 0.074
H -4.38 3.34 5.24 0.088
H -5.63 -0.17 4.81 0.085
H -5.89 1.52 4.34 0.084
H -6.29 0.99 5.98 0.074
H -1.80 -5.74 0.98 0.080
H 1.18 -2.98 -1.05 0.059
H 0.55 -4.49 -1.73 0.085
H 2.13 -4.47 -0.91 0.080
H 1.21 -2.72 1.61 0.061
H 2.24 -4.16 1.63 0.081
H 0.72 -4.13 2.57 0.087
H -0.07 -6.41 -0.22 0.083
H 0.06 -6.24 1.55 0.073
H 1.51 -6.23 0.55 0.078
O -1.64 0.81 -2.81 -0.262
As -1.51 2.23 -1.76 0.867
O -2.97 2.99 -1.87 -0.498
O -0.93 1.82 -0.24 -0.532
C -0.17 3.37 -2.60 -0.211
C -0.65 4.50 -3.24 -0.091
C 0.23 5.46 -3.72 -0.095
C 1.60 5.30 -3.55 -0.095
C 2.10 4.17 -2.91 -0.065
C 1.21 3.21 -2.43 -0.242
S 1.90 1.77 -1.63 0.504
O 0.99 0.66 -2.01 -0.379
O 3.24 1.67 -2.12 -0.288
O 1.74 1.96 -0.18 -0.342
H -2.59 0.60 -2.76 0.030
H -1.72 4.61 -3.34 0.094
H -0.15 6.34 -4.22 0.092
H 2.29 6.05 -3.91 0.093
H 3.16 4.01 -2.78 0.107
C 2.15 -0.76 0.17 -0.050
C 3.26 -1.24 0.19 -0.090
C 4.55 -1.86 0.21 -0.243
C 5.28 -2.03 -0.98 -0.035
C 6.52 -2.65 -0.96 -0.110
C 7.06 -3.12 0.23 -0.131
C 6.35 -2.96 1.41 -0.112
C 5.11 -2.34 1.40 -0.046
H 4.85 -1.66 -1.90 0.116
H 7.07 -2.77 -1.89 0.089
H 8.03 -3.60 0.24 0.083
H 6.76 -3.32 2.34 0.089
H 4.55 -2.21 2.32 0.111
```

Properties
HOMO (alpha / beta)	-2.4 / -2.4	eV
Kohn-Sham gap (alpha / beta)	6.46 / 6.45	eV
spin multiplicity	4
net charge	-2
⟨S²⟩	3.776